The following is a quantum chemistry calculation of a cluster of 13 separate species, C51H72N6O7 in total at a distorted geometry, from OMol25.

```
! wB97M-V def2-TZVPD RIJCOSX def2/J DEFGRID3
* xyz 0 1
N 2.69 -1.62 4.27
C 1.67 -1.00 3.66
C 1.49 0.37 3.65
C 2.50 1.17 4.25
C 3.58 0.55 4.81
C 3.62 -0.85 4.78
H 0.94 -1.59 3.11
H 0.64 0.81 3.15
H 2.41 2.25 4.25
H 4.41 1.07 5.27
H 4.49 -1.38 5.16
N -1.02 -3.98 3.30
C -1.58 -2.87 3.75
C -2.30 -2.86 4.93
C -2.52 -4.02 5.64
C -2.05 -5.22 5.09
C -1.23 -5.12 3.96
H -1.42 -1.96 3.17
H -2.80 -1.96 5.26
H -3.08 -4.04 6.56
H -2.31 -6.21 5.42
H -0.77 -6.02 3.56
N -5.15 1.17 1.24
C -4.18 0.25 1.46
C -4.34 -0.78 2.40
C -5.50 -0.88 3.16
C -6.44 0.13 2.98
C -6.19 1.12 2.07
H -3.29 0.27 0.85
H -3.55 -1.51 2.50
H -5.69 -1.63 3.91
H -7.27 0.08 3.68
H -6.88 1.95 1.97
N -1.72 3.70 -3.39
C -1.18 4.22 -2.29
C -1.39 5.54 -1.91
C -2.27 6.31 -2.62
C -2.98 5.75 -3.67
C -2.62 4.45 -4.04
H -0.42 3.63 -1.80
H -1.00 5.99 -1.00
H -2.60 7.28 -2.26
H -3.76 6.23 -4.22
H -3.16 3.92 -4.81
N 3.46 3.41 1.77
C 3.82 3.66 0.50
C 2.95 4.28 -0.41
C 1.80 4.82 0.09
C 1.40 4.65 1.42
C 2.26 3.90 2.17
H 4.81 3.39 0.16
H 3.25 4.50 -1.42
H 1.12 5.29 -0.61
H 0.43 5.01 1.73
H 2.08 3.61 3.20
N -1.51 -1.50 -5.73
C -0.41 -2.06 -5.24
C 0.47 -1.48 -4.32
C 0.19 -0.20 -3.92
C -1.01 0.39 -4.36
C -1.85 -0.31 -5.18
H -0.23 -3.03 -5.67
H 1.32 -2.02 -3.92
H 0.90 0.38 -3.34
H -1.25 1.34 -3.91
H -2.79 0.10 -5.52
C 1.31 -6.22 -0.52
C 0.19 -5.38 -1.14
O -0.04 -4.25 -0.75
C -0.42 -5.91 -2.42
H 2.16 -5.57 -0.27
H 1.69 -7.01 -1.16
H 0.86 -6.65 0.38
H -1.47 -6.00 -2.13
H -0.11 -6.91 -2.71
H -0.26 -5.16 -3.17
C 0.29 1.36 0.00
C -0.22 0.06 0.55
O -0.91 -0.02 1.56
C 0.17 -1.20 -0.14
H -0.63 1.87 -0.30
H 0.78 1.19 -0.96
H 0.87 1.93 0.72
H 1.26 -1.30 -0.08
H -0.06 -1.22 -1.21
H -0.19 -2.10 0.35
C 4.66 0.20 -2.74
C 3.82 -1.06 -2.76
O 2.76 -1.12 -2.18
C 4.37 -2.31 -3.40
H 4.44 0.82 -3.61
H 5.72 -0.06 -2.67
H 4.46 0.85 -1.89
H 3.83 -2.60 -4.30
H 4.32 -3.09 -2.64
H 5.43 -2.21 -3.61
C 4.00 -0.67 0.69
C 4.44 -2.10 0.64
O 5.35 -2.44 -0.09
C 3.61 -3.12 1.40
H 3.95 -0.44 1.76
H 3.11 -0.39 0.12
H 4.78 -0.04 0.27
H 4.10 -4.08 1.20
H 2.61 -3.22 0.98
H 3.58 -2.85 2.45
C -2.60 3.61 2.00
C -1.81 3.20 3.20
O -0.66 3.54 3.30
C -2.49 2.45 4.35
H -2.13 4.36 1.37
H -3.62 3.95 2.17
H -2.75 2.68 1.44
H -2.47 3.18 5.16
H -1.84 1.63 4.66
H -3.48 2.05 4.16
C 3.91 2.82 -4.22
C 2.49 3.12 -3.83
O 1.96 2.52 -2.93
C 1.74 4.19 -4.61
H 4.06 2.29 -5.15
H 4.36 2.32 -3.37
H 4.33 3.83 -4.33
H 0.85 3.69 -4.99
H 2.36 4.52 -5.45
H 1.49 5.04 -3.98
C -3.02 -2.04 -0.98
C -4.39 -2.56 -0.65
O -5.35 -2.14 -1.26
C -4.58 -3.62 0.41
H -2.42 -2.65 -1.66
H -2.46 -1.78 -0.08
H -3.10 -1.09 -1.51
H -3.67 -4.21 0.52
H -5.38 -4.27 0.05
H -4.90 -3.11 1.31
*
```

Summary:
Lowest unoccupied orbital energy = 0.48 eV
E_HOMO = -9.065 eV
HOMO-LUMO gap = 0.3509 hartree
Energy relative to the best compared isomer or geometry (same formula, charge and spin) = 0.0 kcal/mol

The following is a quantum chemistry calculation of a cluster of 6 separate species, C23H40B2Cl2N6O18 in total at a distorted geometry, from OMol25.

```
! wB97M-V def2-TZVPD RIJCOSX def2/J DEFGRID3
* xyz 0 1
C -2.11 -1.26 3.52
C -1.07 -0.45 2.97
C -0.17 0.76 2.26
C -0.47 0.88 0.64
C -1.72 1.91 0.59
O -2.98 1.10 0.77
N -3.83 1.92 1.42
O -4.77 1.26 1.84
O -1.18 -0.44 0.44
C -0.91 -0.78 -0.96
O -1.50 -1.86 -1.47
C 0.08 0.36 -1.70
C -1.07 1.04 -2.62
C -0.74 2.41 -3.41
O -1.35 3.56 -2.72
C -1.02 4.84 -3.38
C -1.44 6.21 -2.51
O -0.39 4.96 -4.55
B 0.94 -0.50 -2.84
C 1.46 -2.06 -2.67
O 1.36 0.12 -4.15
C 0.81 1.04 -0.42
B 1.10 2.65 -0.30
O 1.48 3.52 -1.48
C 1.17 3.56 1.11
C 2.31 4.77 0.94
C 2.04 -0.03 -0.05
Cl 1.81 -1.62 0.94
C 3.48 0.13 -0.50
C 4.66 -0.98 -0.08
Cl 4.06 1.48 -1.61
H -3.09 -1.72 4.00
H 0.98 0.57 2.50
H -0.42 1.77 2.86
H -1.89 2.51 -0.40
H -1.76 2.72 1.46
H -2.13 1.18 -2.08
H -1.31 0.23 -3.47
H -1.27 2.36 -4.48
H 0.41 2.59 -3.66
H -1.68 5.89 -1.39
H -0.54 6.98 -2.42
H -2.42 6.68 -2.94
H 2.63 -2.02 -2.42
H 0.97 -2.65 -1.79
H 1.34 -2.71 -3.64
H 1.75 -0.62 -4.74
H 0.95 4.36 -1.46
H 0.13 4.05 1.30
H 1.57 2.92 2.03
H 2.01 5.55 0.10
H 2.53 5.32 1.96
H 3.31 4.26 0.54
H 4.54 -2.01 -0.61
H 4.59 -1.07 1.10
H 5.72 -0.47 -0.28
C -1.35 -5.29 -1.01
N -0.03 -5.89 -1.33
O 0.93 -5.12 -1.42
O 0.00 -7.12 -1.48
H -1.23 -4.21 -0.91
H -2.03 -5.52 -1.83
H -1.70 -5.73 -0.07
C -7.42 1.53 0.47
N -8.67 2.33 0.35
O -9.20 2.71 1.41
O -9.09 2.56 -0.79
H -7.18 1.40 1.52
H -7.61 0.56 0.00
H -6.63 2.07 -0.06
C 9.45 -1.67 -0.03
N 8.21 -0.86 -0.14
O 7.68 -0.48 0.91
O 7.79 -0.64 -1.28
H 9.70 -1.79 1.03
H 9.26 -2.64 -0.49
H 10.24 -1.13 -0.55
C -4.27 -3.52 1.03
N -3.64 -4.34 2.10
O -2.48 -4.71 1.92
O -4.33 -4.58 3.10
H -3.55 -3.39 0.22
H -5.15 -4.06 0.68
H -4.54 -2.56 1.47
C 1.04 -3.84 4.71
N 1.87 -2.61 4.74
O 1.60 -1.72 3.93
O 2.77 -2.57 5.59
H 0.29 -3.74 3.92
H 1.70 -4.69 4.51
H 0.56 -3.95 5.69
*
```

Summary:
Lowest unoccupied orbital energy = -0.47 eV
E_HOMO = -9.253 eV
SMILES string = C#CC[C@]1(CON=O)OC(=O)[C@](CCOC(C)=O)(B(C)O)[C@]1(B(O)CC)/C(Cl)=C(/C)Cl.C[N+](=O)[O-].C[N+](=O)[O-].C[N+](=O)[O-].C[N+](=O)[O-].C[N+](=O)[O-]
HOMO-LUMO gap = 0.3226 hartree

The following is a quantum chemistry calculation of the molecule C19H17ClF3N3O6S at a distorted geometry, from OMol25.

```
! wB97M-V def2-TZVPD RIJCOSX def2/J DEFGRID3
* xyz 0 1
O -3.99 -4.11 0.93
C -3.45 -3.04 1.03
N -4.05 -1.92 0.47
C -3.67 -0.61 0.42
N -2.64 -0.20 1.15
C -2.27 1.07 1.12
C -2.93 2.02 0.36
C -4.03 1.62 -0.41
C -4.40 0.29 -0.38
Cl -5.74 -0.26 -1.32
H -4.56 2.33 -1.02
C -2.52 3.46 0.34
F -1.52 3.73 1.19
F -3.53 4.28 0.68
F -2.12 3.86 -0.88
H -1.43 1.32 1.74
H -4.85 -2.16 -0.11
C -2.22 -2.84 1.91
H -2.43 -2.07 2.66
H -2.01 -3.80 2.39
O -1.03 -2.42 1.26
C -0.95 -2.55 -0.06
O -1.87 -2.95 -0.75
C 0.38 -2.16 -0.60
C 1.37 -1.61 0.21
C 2.59 -1.30 -0.35
C 2.86 -1.54 -1.68
C 1.87 -2.07 -2.49
C 0.63 -2.38 -1.95
H -0.16 -2.80 -2.56
H 2.06 -2.26 -3.54
H 3.84 -1.31 -2.06
S 3.87 -0.58 0.69
O 3.59 -0.94 2.05
O 5.14 -0.91 0.11
N 3.72 1.07 0.59
C 2.63 1.71 1.29
H 2.33 1.06 2.10
C 1.47 2.02 0.33
H 0.74 2.66 0.82
O 1.92 2.73 -0.80
C 2.91 2.02 -1.51
H 3.19 2.66 -2.35
C 4.12 1.73 -0.63
H 4.84 1.09 -1.13
H 4.61 2.68 -0.35
H 2.48 1.08 -1.90
H 0.99 1.08 0.01
H 3.01 2.65 1.71
H 1.20 -1.45 1.26
*
```

Summary:
Lowest unoccupied orbital energy = -0.21 eV
E_HOMO = -9.333 eV
SMILES string = O=C(COC(=O)c1cccc(S(=O)(=O)N2CCOCC2)c1)Nc1ncc(C(F)(F)F)cc1Cl
HOMO-LUMO gap = 0.3353 hartree

The following is a quantum chemistry calculation of the ion C6H11N6O2S with charge +1 at a distorted geometry, from OMol25.

```
! wB97M-V def2-TZVPD RIJCOSX def2/J DEFGRID3
* xyz 1 3
C 0.31 2.92 -2.18
C 0.35 -1.80 -0.19
C -0.79 1.50 0.11
C -1.56 2.58 -0.69
C -0.12 0.45 -0.76
C 1.36 -4.02 0.32
N 0.81 3.98 -2.94
N 0.25 5.05 -2.67
N -0.62 4.98 -1.80
N 0.57 -0.43 -0.03
N 1.29 -2.58 0.44
N -0.75 3.31 -1.52
O -0.59 -2.21 -0.85
O 2.26 -1.90 1.13
S 0.92 1.34 -2.14
H -0.25 1.96 0.87
H -1.60 0.98 0.53
H -2.25 2.11 -1.45
H -2.16 3.11 0.06
H -0.68 -0.29 -1.38
H 1.90 -4.12 -0.59
H 1.90 -4.37 1.29
H 0.29 -4.41 0.26
H -1.38 5.60 -1.64
H 1.34 -0.21 0.70
H 2.75 -2.56 1.73
*
```

Summary:
Lowest unoccupied orbital energy (spin up / spin down) = -3.41 / -7.83 eV
<S²> = 2.023
E_HOMO (spin up / spin down) = -9.976 / -12.267 eV
HOMO-LUMO gap (spin up / spin down) = 0.2414 / 0.1629 hartree
Energy relative to the best compared isomer or geometry (same formula, charge and spin) = 31.2 kcal/mol

The following is a quantum chemistry calculation of the molecule C11H8FNO2 at a distorted geometry, from OMol25.

```
! wB97M-V def2-TZVPD RIJCOSX def2/J DEFGRID3
* xyz 0 1
C 0.81 -1.64 0.08
C 1.73 -2.31 -0.19
C 0.92 2.55 0.57
C -0.18 3.19 -0.04
C 0.80 1.14 0.78
C -1.34 2.52 -0.24
C -0.35 0.44 0.44
C -1.36 1.14 -0.13
C -2.62 -0.91 -0.48
C -0.39 -1.02 0.57
C 2.95 -3.06 -0.50
N -2.56 0.40 -0.38
O -3.54 -1.49 -1.00
O -1.49 -1.63 -0.06
F -0.47 -1.37 1.92
H 1.83 2.98 0.57
H -0.18 4.33 -0.13
H 1.71 0.66 1.00
H -2.30 3.06 -0.45
H 2.68 -3.67 -1.29
H 2.95 -3.79 0.31
H 3.78 -2.41 -0.52
H -3.38 0.91 -0.82
*
```

Summary:
Lowest unoccupied orbital energy = 0.65 eV
E_HOMO = -9.119 eV
SMILES string = CC#C[C@]1(F)OC(=O)Nc2ccccc21
HOMO-LUMO gap = 0.3589 hartree
Energy relative to the best compared isomer or geometry (same formula, charge and spin) = 0.0 kcal/mol

The following is a quantum chemistry calculation of the molecule C20H24N2O5S at a distorted geometry, from OMol25.

```
! wB97M-V def2-TZVPD RIJCOSX def2/J DEFGRID3
* xyz 0 1
C -8.65 -1.04 0.32
H -8.37 -1.66 1.18
O -7.84 0.10 0.21
C -6.50 -0.08 0.02
C -5.85 -1.30 -0.07
C -4.48 -1.35 -0.26
C -3.74 -0.18 -0.37
C -4.39 1.06 -0.27
C -5.76 1.10 -0.08
H -6.29 2.03 0.00
O -3.58 2.16 -0.38
C -4.18 3.44 -0.31
H -3.36 4.15 -0.43
H -4.66 3.60 0.66
H -4.91 3.58 -1.11
N -2.35 -0.15 -0.56
C -1.49 -1.19 -0.71
O -1.80 -2.37 -0.71
C -0.07 -0.76 -0.91
C 0.47 0.36 -0.28
C 1.80 0.70 -0.48
C 2.58 -0.08 -1.31
C 2.06 -1.20 -1.93
C 0.74 -1.55 -1.72
H 0.31 -2.42 -2.18
H 2.71 -1.79 -2.57
S 4.29 0.39 -1.55
O 4.34 1.79 -1.86
O 4.91 -0.53 -2.45
N 4.86 0.20 0.02
C 5.01 -1.19 0.39
C 5.22 -1.30 1.90
C 6.43 -0.48 2.32
C 6.25 0.97 1.85
C 6.02 0.99 0.35
H 6.91 0.61 -0.17
H 5.83 2.00 -0.02
H 7.13 1.56 2.10
H 5.38 1.41 2.35
H 7.33 -0.89 1.87
H 6.54 -0.51 3.40
H 5.35 -2.35 2.17
H 4.32 -0.93 2.40
H 5.87 -1.64 -0.15
H 4.11 -1.72 0.08
H 2.25 1.56 -0.01
H -0.13 0.96 0.39
H -1.99 0.79 -0.64
H -3.98 -2.30 -0.34
H -6.40 -2.23 0.01
H -8.61 -1.65 -0.59
H -9.66 -0.67 0.46
*
```

Summary:
Lowest unoccupied orbital energy = 0.18 eV
E_HOMO = -7.934 eV
SMILES string = COc1ccc(NC(=O)c2ccc(S(=O)(=O)N3CCCCC3)cc2)c(OC)c1
HOMO-LUMO gap = 0.2981 hartree
Energy relative to the best compared isomer or geometry (same formula, charge and spin) = 42.2 kcal/mol

The following is a quantum chemistry calculation of a structure of composition C29H43Br2IIrN5O2S at a distorted geometry, from OMol25.

```
! wB97M-V def2-TZVPD RIJCOSX def2/J DEFGRID3
* xyz 3 6
Ir -1.60 -0.38 1.09
C -3.03 2.18 -2.73
C -2.26 2.96 -1.72
N -1.77 4.12 -2.04
C -1.04 4.84 -1.20
C -0.74 4.41 0.11
C 0.11 5.28 1.02
O 1.02 4.49 1.77
C -1.25 3.20 0.53
C -1.15 2.81 1.93
N -1.34 1.64 2.40
C -1.31 1.42 3.79
C -0.52 2.18 4.66
C -0.54 1.96 6.02
C -1.33 0.96 6.56
C -2.11 0.17 5.72
C -2.09 0.41 4.36
I -3.40 -0.75 3.16
C -2.02 2.39 -0.38
O -2.47 1.26 -0.09
H -3.83 2.81 -3.13
H -3.47 1.28 -2.30
H -2.39 1.93 -3.58
H -0.70 5.81 -1.57
H -0.56 5.79 1.73
H 0.61 6.05 0.44
H 1.91 4.63 1.46
H -0.98 3.64 2.62
H 0.13 2.95 4.24
H 0.06 2.59 6.67
H -1.35 0.78 7.63
H -2.72 -0.62 6.13
Br -4.20 -1.36 -0.54
C -3.86 -3.18 -0.03
Br -1.98 -3.38 0.41
H -4.09 -3.84 -0.85
H -4.44 -3.41 0.85
C -1.49 0.16 -6.37
C -0.32 -0.36 -5.55
C -0.47 -1.82 -5.12
C -1.48 -2.01 -3.97
N -1.13 -1.22 -2.78
C -0.14 -1.46 -1.95
S 0.25 -0.21 -0.79
N 0.61 -2.54 -2.03
C 1.66 -2.94 -1.10
C 3.01 -3.17 -1.78
C 3.75 -1.89 -2.19
C 3.15 -1.16 -3.39
H -1.37 1.22 -6.60
H -2.45 0.03 -5.86
H -1.56 -0.37 -7.32
H -0.14 0.28 -4.68
H 0.59 -0.28 -6.16
H 0.50 -2.21 -4.82
H -0.83 -2.42 -5.96
H -1.54 -3.07 -3.69
H -2.47 -1.69 -4.28
H -1.63 -0.35 -2.65
H 0.39 -3.21 -2.76
H 1.33 -3.87 -0.61
H 1.75 -2.17 -0.32
H 2.86 -3.81 -2.66
H 3.63 -3.73 -1.08
H 4.77 -2.18 -2.44
H 3.82 -1.21 -1.34
H 2.96 -1.85 -4.22
H 3.85 -0.40 -3.75
H 2.23 -0.64 -3.15
C 2.65 0.29 4.04
C 2.29 -1.16 3.65
C 2.03 -2.01 4.90
C 3.38 -1.78 2.76
C 1.06 -1.11 2.87
N 0.09 -1.07 2.26
H 3.57 0.27 4.61
H 1.86 0.72 4.66
H 2.80 0.91 3.16
H 2.94 -2.03 5.51
H 1.76 -3.03 4.64
H 1.23 -1.58 5.50
H 4.31 -1.82 3.32
H 3.55 -1.18 1.86
H 3.11 -2.80 2.46
*
```

Summary:
Lowest unoccupied orbital energy (spin up / spin down) = -8.49 / -12.00 eV
<S²> = 8.795
E_HOMO (spin up / spin down) = -16.459 / -16.627 eV
HOMO-LUMO gap (spin up / spin down) = 0.2929 / 0.1701 hartree
Energy relative to the best compared isomer or geometry (same formula, charge and spin) = 15.5 kcal/mol

The following is a quantum chemistry calculation of the ion C6H11N2O2 with charge +1 at a distorted geometry, from OMol25.

```
! wB97M-V def2-TZVPD RIJCOSX def2/J DEFGRID3
* xyz 1 1
C -0.34 -1.43 -1.48
C 1.01 -1.42 -1.10
C 0.05 0.38 -0.27
C 2.17 -2.37 -1.13
C -1.58 1.53 1.32
C -0.15 1.62 0.74
N 1.18 -0.31 -0.31
N -0.87 -0.30 -0.91
O -2.55 1.58 0.32
O 0.88 1.75 1.64
H -0.84 -2.34 -1.98
H 2.89 -1.97 -1.84
H 2.52 -2.47 -0.19
H 1.68 -3.27 -1.46
H -1.74 0.58 1.98
H -1.31 2.34 2.09
H -0.13 2.54 0.03
H 2.02 0.16 0.09
H -1.86 -0.15 -0.80
H -3.48 1.62 0.75
H 0.43 1.92 2.51
*
```

Summary:
Lowest unoccupied orbital energy = -2.60 eV
E_HOMO = -13.425 eV
SMILES string = Cc1c[nH+]c([C@H](O)CO)[nH]1
HOMO-LUMO gap = 0.3976 hartree
Energy relative to the best compared isomer or geometry (same formula, charge and spin) = 45.6 kcal/mol

The following is a quantum chemistry calculation of a structure of composition C2H4N2S at a distorted geometry, from OMol25.

```
! wB97M-V def2-TZVPD RIJCOSX def2/J DEFGRID3
* xyz 0 1
C 0.97 2.28 -0.12
C 0.01 -0.97 -0.47
H 2.13 2.20 -0.83
H 1.13 3.31 0.49
H 0.90 0.56 -1.76
H 0.72 -1.65 -1.06
N 0.01 1.40 0.11
N 0.36 0.34 -0.85
S -0.83 -1.53 0.74
*
```

Summary:
Lowest unoccupied orbital energy = 0.18 eV
E_HOMO = -8.425 eV
HOMO-LUMO gap = 0.3162 hartree
Energy relative to the best compared isomer or geometry (same formula, charge and spin) = 79.7 kcal/mol

no.,total energy (a.u.)
1,-2841.6496
2,-3552.3311
3,-2507.9545
4,-1111.8619
5,-729.0048
6,-1660.4172
7,-7502.3027
8,-494.9456
9,-586.1674